Computed, not measured: C38H32BCl2F4MnOP2S3 as an isolated structure, with ωB97M-V with the def2-TZVPD basis set.

Calculated values
Electronic energy: -160976.73677 eV
Largest force on an atom: 0.5 eV Å⁻¹
⟨S²⟩: 6.225
E_HOMO (spin up / spin down): -0.29139 / -0.30473 Eh
Charge: 0
Orbital gap (spin up / spin down): 7.0001 / 8.6507 eV
2S+1: 5
LUMO level (spin up / spin down): -0.93 / 0.36 eV

Element x y z (Å)
Mn -0.0223 0.0914 -0.2853
S -0.9642 2.0220 0.7646
P -1.0824 0.6682 2.2834
C -0.5833 -0.6854 1.4411
P 0.0214 -2.2519 1.3412
S 0.7851 -2.3088 -0.5263
C 1.2826 -2.6163 2.5895
C 2.0978 -1.5721 3.0240
C 3.1312 -1.8167 3.9156
C 3.3546 -3.1071 4.3792
C 2.5438 -4.1505 3.9512
C 1.5110 -3.9076 3.0570
C -1.2523 -3.5063 1.6049
C -1.9178 -3.5155 2.8313
C -2.9386 -4.4222 3.0612
C -3.2961 -5.3275 2.0664
C -2.6346 -5.3217 0.8479
C -1.6117 -4.4097 0.6142
C -0.0282 1.1304 3.6808
C -0.1220 0.3997 4.8649
C 0.7737 0.6276 5.8971
C 1.7704 1.5858 5.7510
C 1.8667 2.3157 4.5743
C 0.9684 2.0900 3.5393
C -2.7402 0.5459 2.9877
C -3.6193 -0.3877 2.4492
C -4.9271 -0.4563 2.9077
C -5.3569 0.4092 3.9031
C -4.4812 1.3461 4.4420
C -3.1751 1.4168 3.9856
H 1.9073 -0.5653 2.6681
H 3.7544 -0.9961 4.2515
H 4.1595 -3.2992 5.0789
H 2.7150 -5.1562 4.3142
H 0.8805 -4.7260 2.7280
H -1.6430 -2.8068 3.6067
H -3.4585 -4.4218 4.0120
H -4.0959 -6.0366 2.2445
H -2.9176 -6.0232 0.0720
H -1.1013 -4.3833 -0.3414
H -0.8973 -0.3512 4.9842
H 0.6983 0.0539 6.8127
H 2.4722 1.7629 6.5571
H 2.6417 3.0637 4.4596
H 1.0442 2.6462 2.6123
H -3.2724 -1.0646 1.6767
H -5.6081 -1.1844 2.4826
H -6.3780 0.3583 4.2613
H -4.8183 2.0225 5.2176
H -2.4955 2.1497 4.4074
O 1.9950 0.4871 0.2518
S 3.3038 -0.2658 0.1588
C 4.4964 0.9623 0.6679
C 4.1522 2.3047 0.6750
C 5.0964 3.2322 1.0893
C 6.3587 2.8144 1.4918
C 6.6841 1.4643 1.4909
C 5.7454 0.5278 1.0836
C 3.7035 -0.4005 -1.5664
C 3.4048 0.6177 -2.4587
C 3.7087 0.4356 -3.7973
C 4.3164 -0.7410 -4.2194
C 4.6089 -1.7527 -3.3154
C 4.2888 -1.5909 -1.9751
H 3.1541 2.6016 0.3726
H 4.8457 4.2858 1.0971
H 7.0901 3.5456 1.8131
H 7.6645 1.1387 1.8157
H 5.9811 -0.5320 1.0897
H 2.9035 1.5173 -2.1233
H 3.4391 1.2031 -4.5106
H 4.5436 -0.8780 -5.2700
H 5.0606 -2.6762 -3.6558
H 4.4667 -2.3857 -1.2576
Cl -4.8370 -0.9851 -0.8135
C -3.4608 -0.0459 -1.4034
Cl -2.0339 -1.0779 -1.6555
H -3.1946 0.7073 -0.6731
H -3.7174 0.3925 -2.3557
F 0.2499 -0.3591 -3.8168
B -0.0139 0.9637 -3.4899
F 0.3235 1.1000 -2.0141
F 0.8281 1.8566 -4.1323
F -1.3574 1.2993 -3.6047

Computed, not measured: C38H32Br2ClN2O2PRb as an isolated structure in a non-equilibrium geometry, with ωB97M-V with the def2-TZVPD basis set.

Calculated values
Electronic energy: -209554.75053 eV
Largest force on an atom: 1.5 eV Å⁻¹
E_HOMO: -0.08429 Eh
Charge: -1
Orbital gap: 3.8329 eV
LUMO level: 1.54 eV

Element x y z (Å)
Rb -0.2178 -0.0120 -0.2493
C 3.5503 0.8960 2.7338
C 2.6852 1.6214 1.7390
C 1.4129 2.0697 2.1012
C 0.6256 2.7758 1.2050
C 1.0970 3.0261 -0.0801
C 2.3338 2.5381 -0.4702
C 3.1279 1.8508 0.4404
H 3.8175 1.5471 3.5685
H 4.4806 0.5529 2.2759
H 3.0372 0.0289 3.1512
H 1.0194 1.8396 3.0845
H -0.3784 3.0754 1.4796
H 0.4541 3.5441 -0.7779
H 2.6855 2.6889 -1.4838
H 4.1006 1.4779 0.1363
O -2.8626 0.6682 3.4569
C -2.3101 -0.1099 2.6920
O -1.3479 0.0958 1.8780
C -2.7185 -1.6094 2.6704
P -1.6302 -2.4046 1.4245
C -0.0546 -2.6594 2.3819
C 0.7610 -3.7460 2.0516
C 1.9526 -3.9909 2.7157
C 2.3614 -3.1493 3.7420
C 1.5643 -2.0659 4.0812
C 0.3767 -1.8130 3.4028
C -2.1867 -4.1679 1.4464
C -2.5209 -4.8646 2.6089
C -2.9194 -6.1904 2.5592
C -2.9888 -6.8512 1.3372
C -2.6642 -6.1742 0.1721
C -2.2742 -4.8404 0.2317
H -3.7674 -1.7180 2.3854
H -2.6027 -2.0238 3.6756
H 0.4484 -4.4299 1.2699
H 2.5570 -4.8446 2.4320
H 3.2847 -3.3416 4.2751
H 1.8588 -1.4058 4.8887
H -0.2126 -0.9495 3.6769
H -2.4554 -4.3638 3.5678
H -3.1747 -6.7119 3.4735
H -3.2997 -7.8878 1.2963
H -2.7220 -6.6773 -0.7853
H -2.0358 -4.3071 -0.6833
Br 5.6094 -4.8580 -0.3757
C 4.1910 -3.6246 -0.4672
C 4.0941 -2.6024 0.4513
C 3.0093 -1.7423 0.3403
N 2.0911 -1.8471 -0.6123
C 2.1943 -2.8434 -1.4883
C 3.2296 -3.7686 -1.4578
C 1.0821 -2.9323 -2.5312
C 1.0358 -3.9635 -3.4610
C -0.0325 -3.9738 -4.3473
Br -0.1506 -5.3630 -5.6112
C -0.9923 -2.9842 -4.2961
C -0.8517 -1.9939 -3.3304
N 0.1610 -1.9790 -2.4690
H 4.8103 -2.4818 1.2512
H 2.8643 -0.9477 1.0639
H 3.3076 -4.5795 -2.1642
H 1.7771 -4.7453 -3.5080
H -1.8320 -2.9683 -4.9761
H -1.5637 -1.1802 -3.2247
Cl -3.4120 4.9346 2.2132
C -3.2118 3.7907 0.8803
C -2.3653 4.0901 -0.1734
C -2.1777 3.1807 -1.1954
C -2.8474 1.9191 -1.2561
C -2.5935 1.0005 -2.2888
C -3.7327 1.6848 -0.1582
C -3.8896 2.5761 0.8788
H -1.8431 5.0413 -0.1947
H -1.5192 3.4474 -2.0178
H -1.9778 1.3095 -3.1284
H -3.2113 0.1176 -2.4149
H -4.2683 0.7415 -0.1162
H -4.5214 2.3165 1.7186

Computed, not measured: C38H32Br2N4OPtS3Si as an isolated structure, with ωB97M-V with the def2-TZVPD basis set.

Calculated values
Electronic energy: -231652.74271 eV
Largest force on an atom: 0.9 eV Å⁻¹
E_HOMO: -0.26101 Eh
Charge: 0
Orbital gap: 6.6529 eV
LUMO level: -0.45 eV

Element x y z (Å)
Pt -0.0948 0.0442 0.1524
S 0.2211 -0.1457 2.4217
C 1.9397 0.0465 2.6837
C 2.4380 0.0833 3.9864
C 3.7968 0.2133 4.2073
C 4.6677 0.3266 3.1228
C 4.1683 0.3023 1.8339
C 2.7982 0.1507 1.6179
S 2.1804 0.0626 -0.0147
H 1.7433 0.0113 4.8155
H 4.1796 0.2330 5.2193
H 5.7316 0.4374 3.2871
H 4.8285 0.4027 0.9800
C -2.8577 -0.0457 2.2089
C -3.2148 -0.0780 0.7663
C -4.5791 -0.0355 0.3830
C -4.9383 -0.0588 -0.9232
C -3.9371 -0.0821 -1.9182
C -4.1742 -0.0524 -3.3115
Br -5.9479 -0.0046 -3.9803
C -3.1387 -0.0451 -4.1974
C -1.8154 -0.0540 -3.7257
Br -0.3845 -0.0579 -4.9564
C -1.5141 -0.0771 -2.3794
O -0.2911 -0.0378 -1.9212
C -2.6041 -0.1221 -1.4745
N -2.2618 -0.1575 -0.1475
H -3.7502 -0.0451 2.8309
H -2.2752 0.8522 2.4230
H -2.2390 -0.9081 2.4598
H -5.3323 -0.0014 1.1578
H -5.9797 -0.0514 -1.2154
H -3.3265 -0.0318 -5.2614
C -4.1647 4.4876 0.5733
C -3.1319 4.8200 1.4358
C -1.8940 4.1954 1.3212
C -1.6563 3.2363 0.3313
C -2.6987 2.9598 -0.5596
C -3.9417 3.5606 -0.4363
Si 0.0356 2.4194 0.1131
C 0.7235 3.1231 -1.4861
C 0.5536 4.5018 -1.6628
C 1.0454 5.1471 -2.7872
C 1.6960 4.4201 -3.7744
C 1.8574 3.0511 -3.6264
C 1.3872 2.4110 -2.4858
C 1.1469 3.0271 1.5006
C 2.4369 3.4731 1.2084
C 3.2961 3.8981 2.2142
C 2.8826 3.8716 3.5362
C 1.6006 3.4380 3.8493
C 0.7451 3.0230 2.8410
H -5.1356 4.9552 0.6791
H -3.2864 5.5684 2.2033
H -1.1032 4.4707 2.0054
H -2.5321 2.2761 -1.3816
H -4.7361 3.3075 -1.1287
H 0.0253 5.0794 -0.9112
H 0.9167 6.2169 -2.8958
H 2.0731 4.9212 -4.6572
H 2.3458 2.4742 -4.4019
H 1.5318 1.3475 -2.3847
H 2.7771 3.4828 0.1790
H 4.2924 4.2428 1.9661
H 3.5585 4.1812 4.3237
H 1.2751 3.4085 4.8821
H -0.2485 2.6826 3.1040
C 0.5563 -5.9937 2.4978
C -0.7022 -5.2653 2.0178
C -0.3934 -4.2779 0.9378
N -0.4455 -3.0068 1.0795
N -0.0561 -2.3081 -0.0401
C 0.2845 -3.0877 -1.0336
N 0.7326 -2.6525 -2.2261
S 0.1523 -4.7703 -0.6483
H 0.3084 -6.7034 3.2864
H 1.2797 -5.2789 2.8896
H 1.0269 -6.5425 1.6811
H -1.1522 -4.7021 2.8345
H -1.4323 -5.9879 1.6470
H 0.5819 -1.6685 -2.4381
H 0.8945 -3.3044 -2.9702

Computed, not measured: C38H32BrIN3O4PtSi as an isolated structure in a non-equilibrium geometry, with ωB97M-V with the def2-TZVPD basis set.

Calculated values
Electronic energy: -141849.67545 eV
Largest force on an atom: 2.0 eV Å⁻¹
E_HOMO: -0.37731 Eh
Charge: +1
Orbital gap: 6.3524 eV
LUMO level: -3.91 eV

Element x y z (Å)
Pt -0.1397 -0.2597 -0.3290
Br 3.9857 -2.3858 5.3504
C 2.7330 -1.6744 4.1407
C 1.4458 -1.3436 4.5860
C 0.5291 -0.8058 3.7186
C 0.8382 -0.5947 2.3643
O -0.1162 -0.0441 1.6342
C 2.1370 -0.9448 1.9149
C 2.6091 -0.7776 0.5715
N 1.8882 -0.4047 -0.4221
C 2.3744 -0.1773 -1.7512
C 3.6778 -0.0363 -2.1088
C 4.0252 0.1565 -3.4690
C 3.0645 0.2093 -4.4342
C 1.6968 0.0799 -4.0826
C 0.6378 0.1153 -5.0249
C -0.6482 -0.0387 -4.6100
C -0.9131 -0.2050 -3.2352
N 0.0479 -0.2155 -2.3492
C 1.3647 -0.0987 -2.7391
C 3.0703 -1.4745 2.8336
H 1.1766 -1.5260 5.6182
H -0.4689 -0.5429 4.0449
H 3.6559 -1.0126 0.3883
H 4.4590 -0.0469 -1.3592
H 5.0675 0.2625 -3.7369
H 3.3316 0.3463 -5.4744
H 0.8668 0.2665 -6.0731
H -1.4752 -0.0277 -5.3054
H -1.9185 -0.3166 -2.8515
H 4.0630 -1.7373 2.4881
C -4.3138 -1.1680 1.2382
Si -3.4051 -1.1766 -0.3801
C -2.6925 -2.8645 -0.6755
C -4.5438 -0.9138 -1.8434
N -2.1371 0.0567 -0.3561
C -2.4448 1.4223 -0.2908
C -3.7468 1.9359 -0.2273
C -3.9967 3.2981 -0.1482
C -2.9525 4.2130 -0.1416
C -1.6553 3.7338 -0.2255
C -1.4437 2.3757 -0.2945
O -0.1234 1.8536 -0.4728
C 0.9937 2.5711 -0.0066
C 2.0326 2.7815 -0.8882
C 3.1662 3.4463 -0.4367
C 3.2393 3.8859 0.8774
C 2.1827 3.6478 1.7497
C 1.0491 2.9809 1.3127
H -4.9747 -2.0381 1.3016
H -4.9241 -0.2780 1.3966
H -3.5924 -1.2320 2.0574
H -3.5120 -3.5183 -0.9877
H -2.2377 -3.2950 0.2149
H -1.9495 -2.8658 -1.4781
H -5.4018 -1.5858 -1.7388
H -4.0357 -1.2007 -2.7701
H -4.9312 0.0961 -1.9751
H -4.5855 1.2560 -0.2296
H -5.0217 3.6423 -0.0967
H -3.1366 5.2764 -0.0828
H -0.8148 4.4160 -0.2475
H 1.9467 2.4505 -1.9145
H 3.9862 3.6302 -1.1197
H 4.1140 4.4215 1.2211
H 2.2402 3.9812 2.7774
H 0.2196 2.7778 1.9782
I 0.1826 -8.9589 1.6417
C 0.2980 -7.0112 0.9371
C 0.8159 -6.7698 -0.3297
C 0.8672 -5.4717 -0.8079
C 0.3987 -4.4191 -0.0291
C -0.1115 -4.6720 1.2424
C -0.1602 -5.9672 1.7310
C 0.4042 -3.0514 -0.6137
O 0.7618 -2.8214 -1.7469
O 0.0072 -2.1132 0.2674
H 1.1729 -7.5893 -0.9378
H 1.2595 -5.2617 -1.7939
H -0.4810 -3.8521 1.8446
H -0.5558 -6.1647 2.7177

Computed, not measured: C38H32BrMoN4O4S as an isolated structure, with ωB97M-V with the def2-TZVPD basis set.

Calculated values
Electronic energy: -136803.84221 eV
Largest force on an atom: 0.3 eV Å⁻¹
⟨S²⟩: 2.020
E_HOMO (spin up / spin down): -0.39385 / -0.39398 Eh
Charge: +1
Orbital gap (spin up / spin down): 7.2054 / 6.8065 eV
2S+1: 3
LUMO level (spin up / spin down): -3.51 / -3.91 eV

Element x y z (Å)
Mo -0.0837 -0.1092 -1.2567
O 5.3465 -0.6328 -0.3089
C 5.1351 -1.0216 -1.5991
C 6.2414 -1.3757 -2.3572
C 6.0765 -1.7877 -3.6680
C 4.8110 -1.8452 -4.2382
C 3.7051 -1.4997 -3.4793
C 3.8549 -1.0920 -2.1584
C 2.6667 -0.7633 -1.2989
O 1.4321 -0.9135 -2.0002
N 2.7924 0.6071 -0.8025
N 1.5243 0.9876 -0.2567
C 1.5879 1.7686 0.7526
C 0.4325 2.2913 1.4362
Br -1.2036 2.2093 0.4827
C 0.4662 2.8343 2.6581
C 1.6223 2.7740 3.5546
C 1.9496 3.8813 4.3415
C 3.0391 3.8308 5.1906
C 3.7918 2.6655 5.2898
C 3.4474 1.5470 4.5463
C 2.3631 1.5946 3.6831
H 4.5975 -0.0969 -0.0121
H 7.2203 -1.3169 -1.9009
H 6.9453 -2.0622 -4.2514
H 4.6866 -2.1657 -5.2632
H 2.7101 -1.5575 -3.8985
H 2.6332 -1.4155 -0.4192
H 2.9948 1.2215 -1.5901
H 2.5650 2.0761 1.1151
H -0.4253 3.3307 3.0266
H 1.3586 4.7860 4.2673
H 3.3008 4.6967 5.7835
H 4.6347 2.6249 5.9667
H 4.0099 0.6292 4.6532
H 2.0439 0.7033 3.1545
C -5.3640 0.3019 5.0561
C -4.2155 -0.1219 4.1832
C -3.1256 -0.8053 4.7173
C -2.0825 -1.2294 3.9122
C -2.1199 -0.9504 2.5519
C -3.1979 -0.2767 1.9943
C -4.2373 0.1310 2.8130
S -0.7398 -1.4884 1.5968
O -0.5037 -2.8641 1.9098
O 0.3480 -0.5569 1.7694
N -1.1746 -1.3098 0.0184
C -2.0921 -2.2366 -0.5416
C -2.9120 -3.1140 0.1219
C -3.7590 -3.9834 -0.6007
C -3.7841 -3.9957 -1.9639
C -2.9432 -3.1119 -2.6777
C -2.8503 -3.0677 -4.0849
C -1.9799 -2.1986 -4.6844
C -1.2068 -1.3472 -3.8880
N -1.2785 -1.3526 -2.5709
C -2.1204 -2.2335 -1.9540
H -5.0696 0.3536 6.1028
H -6.1837 -0.4148 4.9759
H -5.7496 1.2756 4.7557
H -3.0962 -1.0157 5.7791
H -1.2478 -1.7773 4.3300
H -3.2360 -0.0901 0.9305
H -5.0835 0.6510 2.3802
H -2.9062 -3.1722 1.1997
H -4.3907 -4.6614 -0.0431
H -4.4240 -4.6782 -2.5072
H -3.4642 -3.7341 -4.6780
H -1.8807 -2.1496 -5.7589
H -0.5232 -0.6352 -4.3316
C -1.3411 3.4433 -4.3694
C -0.0097 3.1580 -4.1104
C 0.3240 2.1449 -3.2185
C -0.6697 1.3959 -2.5833
C -2.0051 1.6833 -2.8719
C -2.3409 2.7045 -3.7470
H -1.6018 4.2359 -5.0579
H 0.7725 3.7236 -4.6000
H 1.3739 1.9398 -3.0384
H -2.7997 1.1048 -2.4080
H -3.3816 2.9208 -3.9513

Computed, not measured: C38H32ClN5O4PS2V as an isolated structure, with ωB97M-V with the def2-TZVPD basis set.

Calculated values
Electronic energy: -124739.09499 eV
Largest force on an atom: 0.8 eV Å⁻¹
⟨S²⟩: 2.024
E_HOMO (spin up / spin down): -0.29532 / -0.29743 Eh
Charge: 0
Orbital gap (spin up / spin down): 7.7911 / 8.3396 eV
2S+1: 3
LUMO level (spin up / spin down): -0.25 / 0.25 eV

Element x y z (Å)
V 0.5210 -1.2910 -0.4500
S -1.3350 -2.6598 0.2297
C -0.9706 -3.3663 -1.3237
C -1.6367 -4.4240 -1.9430
C -1.2409 -4.7959 -3.2107
C -0.1977 -4.1226 -3.8454
C 0.4209 -3.0939 -3.1682
N 0.0444 -2.7398 -1.9400
H -2.4508 -4.9166 -1.4310
H -1.7463 -5.6099 -3.7154
H 0.1257 -4.3935 -4.8402
H 1.2341 -2.5230 -3.5998
C -0.4586 -0.8884 6.2959
C 0.6681 -0.1036 6.0824
C 1.1720 0.0552 4.8007
C 0.5424 -0.5611 3.7205
C -0.5904 -1.3395 3.9397
C -1.0833 -1.5095 5.2248
P 1.1572 -0.4534 2.0162
C 2.1378 1.0737 1.9045
C 1.5858 2.2775 2.3451
C 2.1905 3.4861 2.0377
C 3.3518 3.5076 1.2762
C 3.9080 2.3155 0.8358
C 3.3047 1.1037 1.1446
C 2.2687 -1.8505 1.7490
C 3.2066 -2.4143 2.6109
C 3.9568 -3.4880 2.1633
C 3.7715 -3.9839 0.8730
C 2.8278 -3.4226 0.0257
C 2.0484 -2.3462 0.4561
H -0.8479 -1.0145 7.2983
H 1.1596 0.3797 6.9173
H 2.0531 0.6645 4.6387
H -1.0866 -1.8118 3.0995
H -1.9631 -2.1196 5.3865
H 0.6751 2.2632 2.9319
H 1.7505 4.4135 2.3833
H 3.8176 4.4513 1.0229
H 4.8088 2.3260 0.2356
H 3.7287 0.1792 0.7722
H 3.3416 -2.0231 3.6134
H 4.6916 -3.9455 2.8142
H 4.3693 -4.8222 0.5351
H 2.6940 -3.8330 -0.9692
O 1.0677 4.3006 -2.5823
C 0.1100 4.4038 -1.6743
O -0.4749 5.4386 -1.4733
C -0.2556 3.1609 -0.9330
C -1.2348 3.0722 0.0391
Cl -2.2448 4.2655 0.6956
N -1.3208 1.7818 0.4410
N -0.4474 1.0208 -0.2372
C 0.2087 1.8294 -1.0470
C 1.2984 1.2101 -1.8709
O 1.9095 1.8795 -2.7002
O 1.5287 -0.0135 -1.5916
C -2.1821 1.2205 1.4428
C -2.1675 1.7405 2.7295
C -3.0071 1.1947 3.6860
C -3.8421 0.1367 3.3547
C -3.8391 -0.3789 2.0667
C -3.0111 0.1680 1.0969
H 1.4388 3.3697 -2.6523
H -1.5222 2.5745 2.9685
H -3.0024 1.5911 4.6931
H -4.4925 -0.2908 4.1076
H -4.4838 -1.2082 1.8062
H -3.0030 -0.2013 0.0828
C -1.6771 -0.8555 -5.6577
N -1.5838 0.4296 -5.0135
C -1.5106 1.6611 -5.7898
C -1.4102 2.7278 -4.6972
N -2.0085 2.0191 -3.5712
C -1.9630 0.6776 -3.7406
S -2.2848 -0.4539 -2.5519
H -0.8409 -0.9792 -6.3470
H -2.6144 -0.9527 -6.2157
H -1.6391 -1.6305 -4.8958
H -2.4151 1.7825 -6.3976
H -0.6447 1.6524 -6.4507
H -1.9641 3.6322 -4.9386
H -0.3713 2.9954 -4.4857
H -2.0295 2.3979 -2.6397

Q: Among the records above, which one has the lowest largest force on an atom?
A: C38H32BrMoN4O4S